Record 1
{
  "formula": "CHO3PS2",
  "method": "the ωB97M-V functional and the def2-TZVPD basis",
  "elements": ["C", "O", "O", "O", "P", "S", "S", "H"],
  "coordinates": [[1.5807, -1.4969, -0.4282], [0.3055, 1.5256, -1.3983], [0.4230, -1.8226, -0.4353], [1.0964, 0.5354, 1.6406], [1.8625, 0.2469, 0.4249], [3.0709, -2.3715, -0.4675], [3.5856, 1.1057, 0.4939], [0.7759, 1.6874, -2.2022]],
  "atomic_forces_ev_per_a": [[0.5, 0.0, 1.6], [0.0, -0.7, 1.7], [-0.1, -0.3, -0.7], [-1.5, -0.6, 0.5], [-0.2, 1.1, -1.1], [-0.6, 0.1, -0.5], [1.1, 0.3, -0.8], [0.8, 0.1, -0.7]],
  "molar_mass_g_mol": 156.124,
  "gap_ev": [6.30, 6.30],
  "charge": -2,
  "energy_ha": -1402.16156,
  "e_above_lowest_kj_mol": 265.7
}

***

Record 2
{
  "formula": "CHO3Pt",
  "method": "the ωB97M-V functional and the def2-TZVPD basis",
  "elements": ["Pt", "O", "H", "O", "C", "O"],
  "coordinates": [[1.7601, 0.4370, -0.3133], [0.4931, -0.7932, 0.1723], [0.3340, -1.3384, 0.9460], [-1.4893, 0.4894, 1.4932], [-0.6462, 0.6342, 0.6778], [0.0322, 1.4537, 0.0917]],
  "atomic_forces_ev_per_a": [[6.2, 2.5, -2.1], [-4.9, -3.0, 2.1], [0.5, -0.8, 0.0], [1.1, -1.1, -1.5], [-1.1, 1.4, 1.8], [-1.7, 1.0, -0.3]],
  "molar_mass_g_mol": 256.094,
  "gap_ev": [7.94, 8.50],
  "charge": 0,
  "multiplicity": 4,
  "energy_ha": -383.54358,
  "e_above_lowest_kj_mol": 41.3
}

***

Record 3
{
  "formula": "CHO3S",
  "method": "the ωB97M-V functional and the def2-TZVPD basis",
  "elements": ["C", "O", "O", "O", "S", "H"],
  "coordinates": [[1.3646, 0.3016, -0.6428], [1.2461, -0.7938, -0.9277], [1.5048, 1.3292, -0.1773], [-0.7104, -0.3949, 0.3640], [-2.4300, -0.0538, 0.0767], [-0.9750, -0.3882, 1.3071]],
  "atomic_forces_ev_per_a": [[-0.7, -1.2, 1.0], [0.8, -2.1, -2.0], [0.7, 3.2, 0.4], [-1.5, 0.1, 1.8], [-0.7, 0.2, -0.8], [1.3, -0.2, -0.4]],
  "molar_mass_g_mol": 93.083,
  "gap_ev": 5.67,
  "charge": -1,
  "energy_ha": -662.63466,
  "e_above_lowest_kj_mol": 108.6
}

***

Record 4
{
  "formula": "CHO3Sn",
  "method": "the ωB97M-V functional and the def2-TZVPD basis",
  "elements": ["Sn", "O", "C", "O", "O", "H"],
  "coordinates": [[-2.3838, -1.7676, -0.4375], [1.1668, 1.1056, -0.0167], [0.2807, 0.1202, -0.1433], [-0.3416, -0.2147, 0.8908], [0.1620, -0.5004, -1.2324], [1.1158, 1.2568, 0.9392]],
  "atomic_forces_ev_per_a": [[3.5, 2.0, 0.4], [-0.5, -0.6, 0.0], [0.6, -0.9, -1.0], [-2.5, -0.9, 0.9], [-1.5, -0.2, -0.4], [0.5, 0.6, 0.1]],
  "molar_mass_g_mol": 179.727,
  "gap_ev": 6.18,
  "charge": 1,
  "energy_ha": -478.38059,
  "e_above_lowest_kj_mol": 242.9
}

***

Record 5
{
  "formula": "CHO4S",
  "method": "the ωB97M-V functional and the def2-TZVPD basis",
  "elements": ["C", "O", "O", "O", "O", "S", "H"],
  "coordinates": [[0.9006, -0.9346, -0.3524], [-1.2624, 1.7264, 1.5787], [1.4693, -2.0334, -0.3691], [-1.2559, 1.2777, -0.7898], [0.2487, -0.4137, 0.6386], [-1.3459, 0.6459, 0.5092], [1.2456, -0.2683, -1.2151]],
  "atomic_forces_ev_per_a": [[2.5, 0.0, -0.7], [0.3, -2.7, -1.7], [-1.2, 0.6, 0.4], [0.3, -0.3, -0.9], [0.3, -0.4, 0.0], [-1.0, 2.9, 2.2], [-1.3, -0.1, 0.7]],
  "molar_mass_g_mol": 109.082,
  "gap_ev": 9.07,
  "charge": -1,
  "energy_ha": -737.92101,
  "e_above_lowest_kj_mol": 15.4
}

***

Record 6
{
  "formula": "CI2OS",
  "method": "the ωB97M-V functional and the def2-TZVPD basis",
  "elements": ["C", "O", "S", "I", "I"],
  "coordinates": [[0.8799, 0.5067, -0.0899], [1.2861, 1.4868, 0.4523], [-2.8575, -1.2035, 0.2046], [2.1018, -1.3365, -0.2652], [-1.4102, 0.5465, -0.3018]],
  "atomic_forces_ev_per_a": [[2.8, 2.9, 1.1], [-0.8, -2.0, -1.0], [-0.6, -0.1, 0.0], [-0.1, -0.3, 0.0], [-1.2, -0.5, -0.1]],
  "molar_mass_g_mol": 313.885,
  "gap_ev": [6.58, 6.32],
  "charge": 0,
  "multiplicity": 3,
  "energy_ha": -1106.80155,
  "e_above_lowest_kj_mol": 73.9
}

***

Record 7
{
  "formula": "CN2O2",
  "method": "the ωB97M-V functional and the def2-TZVPD basis",
  "elements": ["C", "N", "N", "O", "O"],
  "coordinates": [[-0.1340, 0.5709, -1.3321], [-0.2189, 0.8675, -2.4299], [0.0963, -0.3864, 1.0180], [0.5611, -1.4534, 0.9662], [-0.3046, 0.4014, 1.7778]],
  "atomic_forces_ev_per_a": [[0.3, -1.1, 3.1], [-0.2, 0.6, -1.9], [-0.1, 0.5, -1.1], [-0.1, 0.2, 0.1], [0.1, -0.2, -0.1]],
  "molar_mass_g_mol": 72.023,
  "gap_ev": [9.74, 7.38],
  "charge": 0,
  "energy_ha": -297.84964,
  "e_above_lowest_kj_mol": 857.0
}

***

Record 8
{
  "formula": "CN2O2S",
  "method": "the ωB97M-V functional and the def2-TZVPD basis",
  "elements": ["C", "N", "N", "O", "O", "S"],
  "coordinates": [[-0.6525, 0.2725, -0.3420], [0.6836, 0.3335, -0.8849], [1.7111, 0.1123, -0.4805], [-1.5864, 0.7865, -0.8710], [-0.6564, -0.3891, 0.8152], [0.5007, -1.1157, 1.7631]],
  "atomic_forces_ev_per_a": [[-2.6, -0.4, 1.9], [1.1, 0.6, -1.5], [0.4, -0.9, 1.3], [1.0, -0.4, 0.2], [-0.7, 0.5, -0.8], [0.8, 0.6, -1.0]],
  "molar_mass_g_mol": 104.090,
  "gap_ev": [7.85, 6.80],
  "charge": 0,
  "energy_ha": -696.17030,
  "e_above_lowest_kj_mol": 334.0
}